{"formula": "C3H13NO3", "method": "the ωB97M-V functional and the def2-TZVPD basis", "smiles": "C=NCC.O.O.O", "orbital_gap_ev": 10.74, "homo_energy_ev": -9.987, "charge": 0, "species": ["C", "C", "C", "N", "H", "H", "H", "H", "H", "H", "H", "H", "H", "O", "H", "H", "O", "H", "H", "O"], "xyz": [[0.009651, -2.099801, 1.764950], [1.027261, -0.934519, 1.753246], [1.196244, 0.799578, 0.164343], [0.432562, 0.053189, 0.836414], [0.533034, -3.029643, 2.019474], [-0.792021, -1.913036, 2.474279], [-0.407612, -2.178859, 0.759066], [2.071897, -1.169811, 1.516079], [1.222471, -0.591955, 2.789190], [2.256904, 0.939967, 0.411364], [0.942840, 1.406443, -0.681948], [0.450857, 0.584732, -2.411387], [1.239171, 0.091147, -3.505044], [1.396260, 0.553415, -2.657377], [-1.483708, 0.080751, 0.848602], [-2.505063, 1.241348, 1.184917], [-2.370637, 0.446996, 0.684558], [-1.657316, 0.764707, -0.999088], [-1.470270, 0.489158, -2.498636], [-1.202133, 1.093827, -1.795207]], "forces_ev_per_angstrom": [[1.33, -0.09, -0.11], [-0.23, 0.15, 0.88], [1.10, 0.29, 0.77], [0.36, 0.07, -0.21], [-0.35, 0.06, 0.02], [-0.04, 0.01, 0.01], [0.00, -0.21, 0.15], [-0.33, -0.46, -0.85], [-0.87, 0.46, -0.32], [0.13, -0.61, 0.00], [-0.99, 0.29, 0.13], [0.34, 0.57, 0.83], [0.98, 0.27, 0.28], [-0.98, -0.86, -1.30], [0.40, 0.47, 0.33], [0.25, 0.46, 0.43], [-0.57, -0.88, -0.83], [-0.15, 0.14, 0.21], [-0.32, 0.19, 0.11], [-0.05, -0.31, -0.53]], "mulliken_charge": [-1.125, -0.457, -0.529, -0.268, 0.350, 0.269, 0.313, 0.435, 0.270, 0.258, 0.381, 0.362, 0.315, -0.612, 0.525, 0.321, -0.749, 0.364, 0.310, -0.733]}